# 1
12 unconnected molecules or ions with the total composition C59H60N12 in a non-equilibrium geometry. Source: OMol25; level of theory: the ωB97M-V functional and the def2-TZVPD basis.

Cartesian coordinates (Å):
1 H -20.098 -3.169 1.029
2 H -15.925 -2.010 7.402
3 C -17.797 -9.996 0.030
4 H -6.868 -10.866 6.589
5 C -7.046 -4.620 2.907
6 C -15.200 -2.863 4.243
7 H -16.747 -8.439 -1.083
8 C -19.328 -4.596 2.396
9 N -12.462 -12.574 6.366
10 C -16.207 -9.084 2.015
11 H -15.660 -8.636 2.837
12 C -14.539 -5.586 -1.548
13 C -15.284 -3.107 -2.267
14 H -8.085 -4.249 4.731
15 H -13.224 -2.563 -2.143
16 H -6.371 -12.438 1.480
17 H -12.481 -4.899 -1.577
18 C -15.850 -5.273 -1.796
19 C -13.913 -11.693 -0.422
20 C -13.302 -6.665 1.914
21 C -7.944 -9.853 0.031
22 N -16.236 -4.036 -2.195
23 H -20.272 -4.718 2.916
24 C -15.154 -9.640 5.239
25 C -8.806 -9.581 1.098
26 C -10.894 -7.468 -1.254
27 C -17.042 -10.135 2.281
28 N -13.099 -10.637 -0.391
29 C -7.549 -7.250 3.589
30 H -14.333 -6.639 -1.373
31 H -12.276 -11.136 2.827
32 C -16.032 -1.929 3.621
33 N -8.779 -10.250 2.263
34 H -14.172 -12.600 3.518
35 C -13.387 -12.909 5.452
36 H -6.906 -3.572 2.690
37 H -10.600 -8.146 3.330
38 H -7.335 -6.156 -1.583
39 H -15.180 -10.712 5.138
40 N -16.289 -8.985 5.644
41 C -11.302 -7.374 3.036
42 C -11.429 -11.817 6.011
43 H -16.619 -6.013 -1.973
44 C -9.941 -7.950 -2.156
45 H -10.108 -8.462 5.934
46 H -17.323 -0.370 6.155
47 H -16.373 -6.004 2.441
48 H -14.107 -13.817 -0.221
49 H -18.661 -11.316 1.529
50 C -9.229 -5.881 -0.516
51 H -14.149 -6.877 1.270
52 H -10.452 -10.626 4.434
53 H -11.129 -6.110 0.397
54 C -12.179 -13.097 0.441
55 C -11.388 -11.961 0.588
56 C -9.321 -10.098 8.793
57 H -8.914 -5.024 0.060
58 H -17.204 -10.496 3.287
59 C -12.270 -11.577 3.813
60 H -9.374 -8.659 1.055
61 C -9.589 -9.146 6.592
62 H -14.547 -3.666 6.116
63 H -15.610 -2.089 -2.440
64 H -6.674 -7.795 1.732
65 C -17.163 -5.308 2.183
66 C -11.883 -10.746 0.123
67 H -10.190 -5.757 3.912
68 C -17.891 -10.603 1.268
69 N -8.719 -7.423 -2.307
70 H -13.709 -4.590 2.116
71 H -16.256 -1.974 2.562
72 H -11.209 -9.909 0.261
73 N -7.925 -6.277 4.416
74 C -12.399 -7.676 2.208
75 C -6.895 -6.963 2.388
76 H -14.192 -6.539 5.222
77 C -7.044 -10.912 0.155
78 C -7.804 -10.534 7.018
79 C -15.898 -1.981 6.319
80 H -10.747 -11.688 6.841
81 C -17.967 -3.574 0.727
82 C -13.002 -5.378 2.354
83 H -15.952 -4.348 0.708
84 C -15.113 -2.895 5.613
85 C -11.262 -11.280 4.725
86 C -16.650 -1.040 5.638
87 N -16.049 -8.518 0.800
88 H -10.406 -12.028 1.036
89 C -14.746 -7.463 5.313
90 N -11.942 -5.075 3.082
91 C -13.927 -3.382 -2.055
92 H -14.216 -13.513 5.795
93 H -11.749 -14.017 0.819
94 C -16.925 -4.365 1.181
95 H -17.867 -2.866 -0.084
96 N -8.441 -9.713 6.169
97 C -13.527 -4.652 -1.692
98 H -13.124 -8.959 4.808
99 C -8.168 -10.714 8.353
100 H -11.835 -7.978 -1.096
101 H -9.702 -10.185 9.801
102 C -8.363 -6.457 -1.431
103 H -18.469 -10.240 -0.782
104 C -13.450 -12.970 -0.075
105 H -17.162 -9.440 5.826
106 H -10.917 -8.821 8.235
107 H -8.078 -9.393 -0.937
108 C -13.364 -12.345 4.194
109 H -14.714 -3.661 3.697
110 C -7.651 -5.018 4.099
111 H -14.905 -11.541 -0.822
112 H -7.779 -11.750 3.327
113 N -18.359 -5.433 2.742
114 H -10.247 -8.710 -2.867
115 H -16.806 -6.973 6.055
116 C -10.485 -6.461 -0.404
117 C -10.045 -9.351 7.872
118 C -7.008 -11.568 1.368
119 C -11.112 -6.060 3.434
120 C -16.016 -7.650 5.776
121 C -6.646 -5.647 2.065
122 H -6.459 -11.294 -0.670
123 C -16.868 -8.973 -0.147
124 H -7.506 -11.247 9.023
125 C -14.157 -8.729 4.994
126 H -12.585 -8.695 1.892
127 H -6.079 -5.440 1.163
128 C -7.862 -11.209 2.392
129 H -7.890 -8.262 3.776
130 C -19.217 -3.728 1.315
131 N -16.747 -1.042 4.291

Charge: 0
Relative energy (zero: lowest compared OMol25 entry of this formula, charge and spin), kcal per mole: 0.0
Kohn-Sham gap, eV: 8.87
Electronic energy, eV: -80034.8267
E_LUMO, eV: 0.57


# 2
A molecular structure, C59H63N8O6RbS4 in a non-equilibrium geometry. Source: OMol25; level of theory: the ωB97M-V functional and the def2-TZVPD basis.

Cartesian coordinates (Å):
1 C -2.246 -0.883 -5.811
2 C -5.214 2.392 1.309
3 H 3.325 -6.016 -0.095
4 H 1.729 -7.345 1.046
5 C -0.015 -1.137 -4.649
6 H 4.239 -4.925 0.970
7 C -1.854 -3.451 2.513
8 H 5.915 3.910 0.723
9 O 2.134 -2.706 0.184
10 H 0.232 -7.751 2.944
11 C -0.054 -5.733 -1.157
12 C -5.957 -2.529 1.179
13 N 2.054 0.654 0.354
14 N -2.041 -0.457 -3.566
15 H -3.503 7.313 2.084
16 H -0.098 -6.004 4.660
17 N -0.208 0.462 2.793
18 C 1.994 3.521 -1.925
19 C -7.070 0.943 1.819
20 H 4.066 0.395 3.002
21 H 0.506 -2.027 -6.606
22 H -2.927 -3.299 2.724
23 H 3.292 0.156 -2.583
24 C 2.103 -4.403 2.655
25 H 0.020 -0.591 4.570
26 C 0.779 -1.692 -5.627
27 O -1.211 -3.162 0.179
28 H 0.216 6.488 -2.872
29 H -0.519 -9.077 -0.917
30 H -1.518 -4.349 3.051
31 Rb -1.006 -0.570 0.221
32 H -6.286 -3.558 1.226
33 H 4.261 2.373 4.387
34 H 2.308 -0.819 1.719
35 C 2.372 1.880 -0.053
36 C 5.564 4.137 1.728
37 H 3.068 6.705 -4.052
38 S -2.327 2.775 0.461
39 C -4.359 1.322 1.044
40 H 3.722 3.917 3.734
41 H 2.300 -0.812 -1.491
42 S 2.944 -3.659 -0.552
43 H 2.904 4.037 -1.661
44 H -4.038 -3.029 0.315
45 C 0.058 3.233 -3.254
46 C -0.215 2.092 -2.513
47 C 1.591 5.143 -3.865
48 S 2.408 -1.847 -5.073
49 C -6.539 2.200 1.684
50 H -8.095 0.792 2.136
51 C 0.443 6.159 -3.884
52 H -5.206 0.017 -2.821
53 C -1.706 -1.379 3.542
54 S -3.852 -0.415 -5.372
55 C -0.035 -8.132 -1.138
56 H -3.179 5.565 0.324
57 C -3.029 5.344 1.371
58 C 2.634 0.169 1.428
59 C -2.461 3.728 3.054
60 N 0.551 1.659 -1.542
61 N -1.079 -2.336 2.897
62 C 1.244 -8.118 -1.674
63 H 7.146 2.488 3.089
64 C -6.277 -0.174 1.499
65 H 6.675 1.615 1.625
66 H 5.350 3.766 4.410
67 C 0.752 -6.806 2.865
68 H -0.938 0.681 2.119
69 H 0.721 7.027 -4.482
70 H 1.169 -3.623 -2.125
71 C 4.011 2.119 1.702
72 H -3.864 -0.269 -1.675
73 N -3.043 1.422 0.825
74 C 2.845 -0.829 -2.436
75 H -7.756 -1.669 1.966
76 H -0.615 3.527 -4.046
77 C 1.238 -5.707 -1.666
78 C 2.280 -5.375 1.674
79 N -4.191 -1.023 0.627
80 O -2.877 -1.370 3.978
81 H -4.054 1.310 -2.419
82 H -1.425 0.465 4.564
83 H 6.387 4.595 2.278
84 H 2.723 6.253 -2.383
85 H 2.624 -3.463 2.572
86 H -4.831 3.399 1.259
87 H -2.028 -1.172 -6.819
88 C 5.109 2.865 2.449
89 H 2.604 -4.489 -2.763
90 C 1.619 2.377 -1.209
91 C -4.937 0.002 1.060
92 C -0.680 -6.934 -0.883
93 C -2.669 4.056 1.726
94 H 3.717 5.201 -3.405
95 C 1.215 3.960 -2.983
96 H -7.155 3.065 1.901
97 C 6.333 1.951 2.601
98 C -2.620 4.693 4.035
99 C 3.618 0.851 2.132
100 C 3.250 -5.157 0.566
101 H 2.082 5.441 -5.962
102 C -6.759 -1.496 1.576
103 H 0.958 4.111 -5.669
104 H 1.751 -9.051 -1.890
105 H -0.564 -4.803 -0.948
106 C 1.887 -1.109 -3.521
107 C 4.579 3.254 3.835
108 O -0.898 2.614 0.609
109 H -2.182 2.715 3.298
110 H 4.758 4.864 1.667
111 C 3.350 2.642 0.602
112 H 0.209 1.354 3.053
113 C -4.164 0.236 -2.597
114 O -2.774 3.326 -0.810
115 C -3.279 -0.200 -3.696
116 C 2.855 5.865 -3.390
117 H -1.668 -6.901 -0.448
118 C 0.572 -5.827 3.829
119 H -1.079 1.485 -2.732
120 O -2.354 -4.974 0.774
121 H 3.570 3.638 0.251
122 C 1.884 -6.916 -1.922
123 H -0.458 5.726 -4.308
124 C -3.203 6.307 2.352
125 H -3.131 6.732 4.452
126 C -1.420 -0.845 -4.711
127 C 1.838 4.620 -5.288
128 C -4.676 -2.235 0.680
129 C -1.788 -3.890 0.993
130 H 3.637 -1.574 -2.413
131 C -2.998 5.980 3.684
132 H 6.100 1.076 3.200
133 H 2.890 -6.917 -2.328
134 C 1.595 -6.577 1.794
135 H -2.455 4.440 5.075
136 H 1.111 -3.855 4.466
137 H 2.666 3.914 -5.289
138 C 1.253 -4.626 3.723
139 N 0.648 -0.837 -3.503
140 C -0.795 -0.200 3.943
141 C 1.898 -4.409 -1.934

Charge: -2
Relative energy (zero: lowest compared OMol25 entry of this formula, charge and spin), kcal per mole: 28.0
Kohn-Sham gap, eV: 4.29
Electronic energy, eV: -130410.9429
E_LUMO, eV: 3.27


# 3
9 unconnected molecules or ions with the total composition C59H63N9OS in a non-equilibrium geometry. Source: OMol25; level of theory: the ωB97M-V functional and the def2-TZVPD basis.

Cartesian coordinates (Å):
1 H 4.727 -1.998 6.103
2 H -6.792 -1.503 4.320
3 H -5.395 2.383 -0.392
4 C 2.245 0.827 6.682
5 C -4.068 0.163 1.510
6 H -1.767 1.171 -3.952
7 C 6.154 0.808 -5.471
8 N -8.703 -2.068 6.447
9 H 9.521 -1.641 -4.191
10 H 8.610 0.891 -0.853
11 H 4.867 1.644 0.162
12 C 1.503 1.609 -4.710
13 H -3.979 5.354 -8.424
14 H 2.510 -5.633 2.871
15 H -3.293 -2.115 0.035
16 N -3.044 -2.253 1.041
17 N 4.145 -0.485 7.367
18 H -10.396 -0.133 1.835
19 C -2.494 2.774 -10.035
20 C 9.201 -1.496 -3.165
21 C -0.092 0.855 -2.641
22 N 3.635 -4.281 1.809
23 C -11.337 0.903 0.194
24 H 6.933 0.399 1.683
25 H 4.478 1.146 -6.775
26 C 8.474 -2.348 -1.065
27 H 3.403 1.072 8.485
28 H 2.171 1.906 -5.510
29 H 6.708 -4.810 0.514
30 C -5.741 3.052 0.479
31 C 5.792 -5.031 1.047
32 C -0.444 -2.668 1.567
33 C -10.254 0.436 0.924
34 C 2.126 0.075 5.523
35 C -7.771 -2.681 7.195
36 H 9.349 0.653 -3.224
37 H -5.286 3.373 2.721
38 H -4.414 4.518 0.168
39 C 4.392 -6.513 2.299
40 C 3.457 -5.493 2.360
41 C -4.015 -1.393 1.767
42 H 4.916 -3.088 0.732
43 C -9.222 -0.933 6.942
44 H 3.792 -1.416 0.083
45 C 1.296 -0.557 1.308
46 C -1.653 -1.755 1.144
47 H 1.342 0.291 4.805
48 C 5.556 1.161 -6.670
49 C -4.972 2.675 1.865
50 H -3.861 2.931 1.658
51 C 2.004 1.242 -3.471
52 N 1.235 0.867 -2.436
53 C 0.128 1.586 -4.895
54 H -2.553 2.168 -10.930
55 C -1.506 2.546 -9.091
56 H -9.563 2.410 -2.252
57 H -2.129 4.806 -6.841
58 C 9.107 -0.219 -2.632
59 S -2.782 0.770 0.293
60 C 3.668 -0.277 0.130
61 H -11.928 2.008 -1.562
62 H 1.873 -2.781 1.949
63 H -9.974 -0.459 6.318
64 H 6.338 -7.048 1.557
65 C 7.750 1.539 -7.547
66 H -6.792 1.148 3.823
67 C 6.374 1.535 -7.726
68 H 5.430 1.042 2.511
69 H -6.877 2.928 0.642
70 C 4.005 -1.199 6.238
71 C -5.047 -1.994 2.788
72 H 4.195 -7.471 2.765
73 H -9.302 0.542 8.504
74 C -6.058 0.495 3.246
75 H -0.662 -3.773 1.813
76 H 8.418 1.826 -8.349
77 H 8.209 -3.168 -0.405
78 H 0.220 1.456 0.579
79 H -6.580 -2.748 8.984
80 C 2.635 1.627 1.757
81 C -8.979 0.717 0.460
82 C -2.262 4.244 -7.760
83 C -0.690 1.201 -3.842
84 C 5.075 0.511 0.272
85 C -5.067 1.122 2.219
86 H 8.942 -3.597 -2.752
87 C 8.880 -2.586 -2.369
88 N 8.376 -1.124 -0.524
89 C 1.011 -2.069 1.640
90 C -1.299 -0.260 0.786
91 H -4.191 4.006 -10.514
92 H -0.775 1.756 -9.228
93 H -0.689 0.550 -1.786
94 H -7.569 -0.632 9.865
95 H -12.350 0.705 0.526
96 H 5.944 1.820 -8.680
97 C 3.021 -0.958 5.292
98 N 7.481 0.802 -5.271
99 H 5.777 0.134 -0.544
100 H 3.073 0.039 -0.809
101 C -7.334 -2.210 8.423
102 C 8.250 1.166 -6.310
103 H -0.302 1.866 -5.851
104 H -5.018 -3.131 2.965
105 H 1.563 1.641 6.894
106 H 2.218 2.131 0.814
107 C 0.121 0.343 0.856
108 C 3.265 0.511 7.566
109 H -8.100 0.376 0.998
110 H -7.366 -3.595 6.771
111 H 1.824 1.734 2.574
112 H 3.072 1.241 -3.278
113 H 3.230 -0.437 2.385
114 C -3.288 4.549 -8.640
115 C 4.797 -4.075 1.166
116 H 2.957 -1.564 4.396
117 C -11.107 1.627 -0.968
118 N -8.729 1.414 -0.661
119 H 3.581 2.116 2.168
120 C 2.792 0.044 1.435
121 C 5.582 -6.274 1.627
122 C 5.792 0.283 1.715
123 H 5.556 0.512 -4.614
124 C -3.402 3.797 -9.800
125 H 9.319 1.150 -6.122
126 C -8.850 -0.379 8.156
127 C -7.887 -1.034 8.908
128 C 8.696 -0.087 -1.316
129 N -1.372 3.260 -7.961
130 H 5.530 -0.770 2.090
131 C -9.794 1.853 -1.350
132 O -5.399 4.433 0.114
133 C -6.054 -1.051 3.544

Charge: 0
Kohn-Sham gap, eV: 8.42
Electronic energy, eV: -88487.9045
E_LUMO, eV: 0.63